Entry 1:
Density functional theory data (ωB97M-V/def2-TZVPD) for C24H25N5O4S in the gas phase in a non-equilibrium geometry.

Geometry as XYZ:
```
59
Properties=species:S:1:pos:R:3:forces:R:3
C 5.240603 0.703561 -1.731029 0.0 0.0 -0.2
O 5.005951 0.766342 -0.347392 -0.1 -0.1 0.4
C 4.124029 -0.124528 0.198745 0.0 0.0 0.1
C 3.511012 -1.163633 -0.488734 0.3 0.2 -0.1
C 2.600628 -1.983557 0.155242 -0.1 0.0 0.3
C 2.279006 -1.787468 1.493171 0.2 0.1 -0.2
C 2.931685 -0.769407 2.187964 -0.1 -0.1 -0.1
C 3.838839 0.048796 1.552514 0.1 0.0 -0.2
H 4.332686 0.847342 2.083103 0.1 0.1 0.1
H 2.703054 -0.612205 3.231983 -0.1 0.0 0.1
N 1.366725 -2.630446 2.148109 -0.1 -0.3 0.4
H 1.290638 -2.370403 3.126427 0.0 0.0 -0.2
C 0.040318 -2.745375 1.577548 0.0 -0.1 0.0
C -0.764695 -1.507750 1.813366 0.0 0.1 -0.1
N -0.492549 -0.625187 2.729131 0.8 -0.9 0.1
N -1.405040 0.359781 2.661726 -0.8 0.4 -0.1
C -2.228331 0.068328 1.687914 -0.1 0.1 0.2
N -1.870151 -1.114030 1.097409 0.2 0.5 0.7
C -2.407147 -1.689088 -0.070352 -0.2 -0.1 -0.5
C -2.783516 -3.021154 -0.087244 0.0 0.2 0.0
C -3.295580 -3.583907 -1.243314 0.0 -0.1 0.0
C -3.428501 -2.806248 -2.378978 0.0 0.0 0.1
C -3.054066 -1.473597 -2.373562 0.0 0.2 0.0
C -2.531655 -0.891705 -1.223947 0.1 0.2 0.1
O -2.119140 0.391024 -1.116199 0.1 -0.8 0.0
C -2.444980 1.306558 -2.139661 0.0 0.3 -0.2
H -3.512549 1.270946 -2.371645 0.0 0.0 0.0
H -1.858367 1.115954 -3.042926 0.0 0.0 0.0
H -2.199249 2.291015 -1.743023 0.0 -0.1 -0.1
H -3.160757 -0.887656 -3.272117 0.0 0.1 -0.1
H -3.829023 -3.236767 -3.284041 0.0 0.0 -0.1
H -3.592274 -4.620562 -1.251412 0.0 -0.1 0.0
H -2.688479 -3.607399 0.813958 0.0 0.0 0.1
S -3.646609 0.967075 1.257049 -0.6 0.3 0.1
C -3.190055 2.582695 1.969273 0.1 -0.4 -0.2
C -2.078071 3.194076 1.126025 -0.1 -0.1 0.6
O -2.307001 3.870257 0.145163 -0.1 0.2 -0.4
N -0.840936 2.925272 1.588879 0.4 0.1 0.2
H -0.738832 2.183439 2.276945 -0.2 0.2 -0.1
C 0.334311 3.307934 0.828326 -0.1 0.1 -0.3
C 0.633057 2.336428 -0.270646 0.0 -0.7 0.6
C 0.808122 0.984299 -0.253819 0.0 0.7 0.1
C 0.998048 0.594179 -1.601034 0.0 0.4 -0.4
C 0.929562 1.738349 -2.332046 0.1 -0.8 -0.2
O 0.704838 2.796187 -1.536180 -0.1 0.6 -0.1
H 1.023513 1.928183 -3.383385 0.0 0.1 -0.1
H 1.156807 -0.399744 -1.965760 0.0 -0.2 -0.2
H 0.824911 0.351481 0.608321 0.0 -0.1 0.3
H 1.176296 3.380113 1.521501 -0.1 0.1 -0.1
H 0.139650 4.284371 0.376501 0.1 -0.1 0.1
H -4.090794 3.189588 1.894002 0.1 0.0 0.0
H -2.900254 2.425295 3.005665 0.0 0.1 0.0
H -0.457342 -3.602324 2.047813 0.0 0.1 -0.2
H 0.105516 -2.937707 0.503429 0.0 -0.1 0.1
H 2.138519 -2.788990 -0.396700 0.0 -0.1 0.0
H 3.730789 -1.347551 -1.528788 0.0 0.0 -0.1
H 5.727511 -0.235056 -2.017296 0.0 0.0 0.0
H 4.311580 0.820096 -2.299929 0.0 0.0 0.0
H 5.907718 1.534476 -1.956028 0.0 -0.1 0.0
```
Forces are in eV/Å.

Values from the calculation:
* SMILES: COc1ccc(NCc2nnc(SCC(=O)NCc3ccco3)n2-c2ccccc2OC)cc1
* DFT total energy: -1902.464534 a.u.
* ΔE to the lowest compared entry with this formula, charge and spin: 68.3 kcal/mol
* frontier orbital gap: 8.260 eV

Entry 2:
Density functional theory data (ωB97M-V/def2-TZVPD) for 2 unconnected molecules or ions with the total composition C9H14BrN4 in a non-equilibrium geometry.

Geometry as XYZ:
```
28
Properties=species:S:1:pos:R:3:forces:R:3
C 0.388328 2.537357 0.007023 2.1 1.5 -2.8
C -0.453778 2.345391 -1.099560 -1.6 0.4 -0.3
C 0.175459 1.963177 1.232524 -2.6 -0.8 -2.3
C -1.680460 1.669556 -0.928207 1.0 -0.5 0.0
C 1.149269 -1.599203 1.237039 -1.0 2.1 0.5
C -0.321617 -1.696007 0.890374 0.1 -2.3 0.0
C -0.949392 1.124756 1.320259 -1.3 -1.0 2.5
C -1.149541 -1.757686 -1.396211 1.3 3.6 -0.7
C -1.836670 0.945740 0.268773 -1.3 1.6 -0.3
N 1.718428 -0.574275 0.739412 0.1 -0.7 -0.2
N -1.270420 -1.122452 -2.548877 0.0 -0.1 -1.5
N 2.904867 -0.100833 1.225094 1.4 -1.2 1.2
N -0.609064 -1.083662 -0.415057 0.4 -4.4 1.1
Br -3.440380 -0.141472 0.524911 0.8 0.7 -0.1
H 1.297163 3.192010 -0.284144 -1.4 -1.2 1.2
H -0.323267 2.850239 -2.099019 0.3 -0.5 1.4
H 0.800794 2.226240 1.990715 1.5 0.2 2.3
H -2.376223 1.635698 -1.767606 -0.1 -0.1 0.5
H 1.506272 -2.184916 2.086309 0.2 0.0 -0.1
H -1.005906 -1.200738 1.544028 0.2 0.3 1.0
H -0.545741 -2.781535 1.065808 -0.5 0.8 -1.2
H -1.292621 0.527218 2.262802 1.2 1.6 -1.4
H -1.572072 -2.721194 -1.463726 0.0 -1.3 1.2
H -0.978062 -0.177516 -2.722896 0.3 0.3 0.6
H -1.230296 -1.654082 -3.398261 -0.6 -0.4 -0.2
H 3.321359 -0.653665 2.032691 -0.9 0.6 -1.0
H 3.606020 -0.167402 0.496691 -0.1 0.6 -0.3
H -0.153663 -0.187348 -0.415611 0.3 0.3 -1.2
```
Forces are in eV/Å.

Values from the calculation:
* DFT total energy: -3144.055030 a.u.
* charge: +1
* ΔE to the lowest compared entry with this formula, charge and spin: 5.1 kcal/mol
* frontier orbital gap: 9.357 eV

Entry 3:
Density functional theory data (ωB97M-V/def2-TZVPD) for a gas-phase ion, C8H17NP (charge +1) in a non-equilibrium geometry.

Geometry as XYZ:
```
27
Properties=species:S:1:pos:R:3:forces:R:3
C -1.260796 0.153486 -0.042605 0.6 -0.1 -0.3
C 0.053951 -1.434940 1.712726 1.4 -2.2 2.8
C 0.090007 0.724917 0.361980 1.1 1.1 1.7
C 0.420548 -0.020711 1.765636 0.9 4.2 -0.8
C -2.003625 -0.337530 1.178941 1.1 2.8 1.7
C 1.543994 0.649648 -3.363598 1.7 2.5 0.0
C 1.152318 0.487539 -0.713332 -0.9 5.1 -0.9
C 0.740208 1.036255 -2.128483 -1.6 1.1 -0.2
N -1.452794 -1.659981 1.713275 -1.5 1.7 -3.2
P -0.581937 0.910072 3.080948 -1.2 -0.4 -3.5
H -1.748352 0.957211 -0.619507 -0.6 -0.8 0.4
H -0.941927 -0.642784 -0.771345 -0.9 0.2 0.5
H 0.531340 -1.971745 0.910430 -0.2 -0.4 -0.4
H 0.396221 -1.875662 2.694857 -0.2 0.0 -1.2
H 0.076507 1.884174 0.589878 -0.4 -2.2 -0.5
H 1.497476 0.323658 1.929222 -1.0 -1.6 0.0
H -3.031856 0.010325 1.196604 -0.2 -1.3 0.6
H 2.540913 1.256842 -3.434896 -1.6 -1.4 0.3
H 0.991015 0.934110 -4.292186 0.3 -0.6 0.8
H 1.713711 -0.386494 -3.252059 0.6 -1.3 -0.7
H 2.008890 1.110609 -0.468344 0.5 -0.6 0.3
H 1.358579 -0.468304 -0.894128 1.2 -4.3 -0.1
H -0.268830 0.590157 -2.405676 0.7 1.1 0.7
H 0.746209 2.173108 -2.107307 -0.7 -1.3 0.2
H -1.765503 -2.257936 0.921029 0.7 -0.5 0.9
H -1.903528 -1.980406 2.571481 0.3 0.2 0.0
H -0.902740 -0.165619 3.866459 -0.1 -1.0 0.7
```
Forces are in eV/Å.

Values from the calculation:
* DFT total energy: -710.732658 a.u.
* charge: +1
* ΔE to the lowest compared entry with this formula, charge and spin: 31.0 kcal/mol
* frontier orbital gap (alpha / beta): 8.044 / 8.045 eV

Entry 4:
Density functional theory data (ωB97M-V/def2-TZVPD) for 2 unconnected molecules or ions with the total composition C2HClNO4 in a non-equilibrium geometry.

Geometry as XYZ:
```
9
Properties=species:S:1:pos:R:3:forces:R:3
C 0.584000 -0.996168 -1.696149 -0.3 0.3 -0.9
C -0.754942 1.904900 1.647986 -0.3 -0.2 0.0
N 1.401031 -1.115757 -0.778445 1.6 -0.3 1.4
O -0.842120 0.956743 2.280386 0.0 -1.4 0.9
O 0.516031 -0.957521 -2.879542 -0.4 -0.1 -0.8
O -0.716502 2.891883 1.068894 0.2 1.5 -1.0
O 1.090232 -1.071066 0.573833 -0.4 0.0 0.1
Cl -1.389395 -0.641412 -0.821343 -0.5 0.1 0.2
H 0.111665 -0.971601 0.604380 0.1 0.0 -0.1
```
Forces are in eV/Å.

Values from the calculation:
* DFT total energy: -892.787699 a.u.
* charge: -1
* ΔE to the lowest compared entry with this formula, charge and spin: 1.9 kcal/mol
* frontier orbital gap: 7.519 eV

Entry 5:
Density functional theory data (ωB97M-V/def2-TZVPD) for a molecular structure, C45H44N11O3PSm in a non-equilibrium geometry.

Geometry as XYZ:
```
105
Properties=species:S:1:pos:R:3:forces:R:3
Sm 0.515649 -0.967865 -0.110302 0.8 -0.7 1.0
C 1.890418 -2.102092 -2.842009 0.5 0.4 -0.3
C 3.059072 -1.177550 -2.435564 1.2 0.3 -0.5
C 2.655788 0.301272 -2.585890 0.1 -0.5 -0.5
C 3.711505 -1.441448 -1.065037 -0.4 -0.7 0.5
C 5.073698 -0.821808 -0.814932 0.7 0.2 0.3
O 5.115067 -0.604970 0.678320 -2.5 -0.8 -1.3
C 3.798254 -0.710854 1.090563 1.0 0.3 -0.8
N 2.904217 -0.989121 0.153828 1.8 -0.3 0.8
C 3.654852 -0.517740 2.570186 -0.1 -0.2 0.6
C 4.809861 -0.123697 3.283099 -0.4 0.0 -0.2
C 4.841040 -0.031043 4.682170 -0.2 -0.1 -0.5
C 3.737844 -0.399343 5.455415 0.4 0.0 -0.6
C 2.589757 -0.797830 4.776700 0.2 0.2 -0.4
C 2.516038 -0.829758 3.368658 -0.1 -0.2 0.9
P 0.835669 -1.214329 2.848466 -0.7 0.3 -2.5
C 0.231691 -2.816596 3.356027 1.0 -1.4 0.5
C 0.980877 -3.574880 4.287239 -1.2 -0.4 0.0
C 0.499800 -4.827729 4.726381 -0.3 0.5 -1.2
C -0.624775 -5.390419 4.102345 0.3 0.7 -0.2
C -1.290729 -4.677023 3.089610 0.0 -0.2 0.4
C -0.888857 -3.400500 2.728052 0.2 0.3 0.1
C -0.311422 -0.041962 3.581640 -0.7 1.0 0.4
C 0.166087 1.103508 4.250532 -0.9 -0.5 -0.1
C -0.748286 1.996157 4.831084 -0.1 -0.5 -0.8
C -2.118715 1.870682 4.607409 0.2 -0.6 -0.5
C -2.590912 0.779799 3.852971 0.1 -0.3 -0.1
C -1.718965 -0.211792 3.385607 0.8 0.4 0.1
H 1.728409 -1.948250 -3.923992 -0.1 -0.1 0.5
H 0.951587 -1.777872 -2.354758 0.0 -0.3 -0.3
H 2.061152 -3.177542 -2.676180 -0.1 0.5 0.1
H 3.886548 -1.384577 -3.173006 -0.7 0.2 0.6
H 1.818676 0.504123 -1.909466 -0.1 0.3 0.0
H 2.306691 0.500576 -3.617666 0.2 0.0 0.6
H 3.472248 0.993053 -2.328002 -0.3 -0.2 -0.2
H 3.870163 -2.542085 -0.991323 -0.5 0.5 0.2
H 5.236848 0.144375 -1.321178 -0.1 -0.3 0.4
H 5.879620 -1.522243 -1.107005 -0.3 0.6 0.5
H 5.697543 0.114354 2.704887 -0.1 0.0 0.3
H 5.763126 0.333829 5.114047 -0.1 -0.1 0.3
H 3.783328 -0.395709 6.540046 0.0 0.1 -0.2
H 1.680366 -1.054978 5.317459 0.3 0.1 0.1
H 1.901360 -3.172769 4.691104 -0.1 -0.1 0.1
H 1.028936 -5.367574 5.488305 0.1 -0.2 0.2
H -0.983865 -6.377882 4.371754 0.1 0.1 0.1
H -2.152336 -5.125166 2.601100 0.1 0.1 0.1
H -1.450487 -2.864493 1.948668 0.3 -0.3 0.3
H 1.238052 1.268381 4.320304 -0.3 0.1 0.2
H -0.372417 2.809241 5.406624 0.2 0.5 0.3
H -2.811667 2.619500 4.980417 0.1 -0.2 0.0
H -3.654989 0.660937 3.624458 0.3 0.2 0.3
H -2.107049 -1.105670 2.863592 0.2 0.7 0.4
C -5.298401 -0.311844 -1.076833 -0.7 0.7 0.8
N -3.943981 -0.822449 -0.773379 0.3 -1.3 -1.2
C -2.821456 -0.293196 -0.278209 -1.9 -0.2 -0.1
N -1.803660 -1.096800 -0.526053 0.1 -0.3 -0.1
C -2.367083 -2.137063 -1.216047 -0.2 -0.9 -0.4
N -3.655865 -2.069917 -1.389949 0.7 2.2 0.9
C -5.433995 0.323295 -2.462308 0.3 0.2 0.1
C -6.541331 0.001961 -3.264498 1.3 0.5 0.1
C -6.549985 0.509714 -4.567389 -1.0 0.0 -0.3
C -5.563162 1.342179 -5.082545 0.1 -0.5 0.3
C -4.514648 1.676579 -4.233126 0.5 0.7 0.3
C -4.472610 1.246291 -2.921745 -1.0 -1.3 0.4
C -3.402924 2.524063 -4.646937 1.8 1.2 -0.3
N -3.083991 2.890117 -5.847503 0.3 0.3 1.0
N -1.923382 3.700775 -5.765907 -0.7 -0.7 1.3
C -1.596379 3.757205 -4.514849 -1.4 -0.9 -0.3
O -2.473786 3.001452 -3.662076 0.1 0.7 -2.9
C -0.454563 4.485142 -3.954661 -0.8 -0.4 0.1
C 0.479003 5.117079 -4.771570 0.2 -0.1 0.3
C 1.571384 5.699232 -4.147298 0.5 0.5 -0.3
C 1.751991 5.750010 -2.758909 -0.9 -0.8 -0.1
C 0.777319 5.119975 -1.969238 -0.3 -0.6 0.0
C 0.987500 5.007555 -0.462359 1.3 0.6 0.2
N 0.823636 3.639531 0.096127 -1.7 -0.7 0.6
C 1.395514 2.443842 -0.144937 -0.6 1.7 -0.4
N 0.579231 1.462337 0.235661 0.3 0.2 0.8
C -0.450026 2.136706 0.850000 -0.7 0.4 -0.1
N -0.396239 3.445892 0.788332 1.8 -1.3 -1.2
C -0.342930 4.507600 -2.581248 1.0 0.3 1.0
H -5.576590 0.431020 -0.290825 0.2 -0.6 -0.4
H -5.941425 -1.206896 -0.993147 0.2 0.6 0.0
H -2.804711 0.578771 0.353472 -0.1 0.2 -0.3
H -1.782061 -2.968241 -1.592321 -0.1 0.1 0.1
H -7.350966 -0.604013 -2.861040 0.2 0.0 -0.3
H -7.398136 0.255386 -5.201439 0.2 0.1 0.1
H -5.572219 1.710494 -6.105816 -0.1 -0.1 0.2
H -3.692641 1.629325 -2.284088 0.2 -0.2 0.2
H 0.355815 5.139584 -5.857593 0.1 -0.1 0.4
H 2.335745 6.126560 -4.781908 0.0 0.2 0.0
H 2.622158 6.243426 -2.319794 -0.3 -0.2 -0.2
H 0.298395 5.619650 0.149172 0.5 -0.3 -0.4
H 2.045258 5.300727 -0.270755 -0.8 0.0 0.1
H 2.384986 2.350007 -0.570785 -0.2 0.0 -0.2
H -1.267133 1.610830 1.333877 0.2 0.2 0.1
H -1.126062 4.024477 -1.990093 0.4 0.2 0.0
N 1.922435 -4.733224 1.093069 -0.1 0.3 -0.7
C 0.981237 -4.527202 0.133810 -0.1 0.6 -0.1
N 0.510999 -5.613124 -0.534941 -0.2 0.3 0.7
O 0.563756 -3.328884 -0.155715 0.7 -1.4 0.4
H 2.413329 -5.623667 1.165469 -0.4 0.4 0.0
H 2.381451 -3.929610 1.522865 -0.5 -0.4 -0.3
H 0.638295 -6.562377 -0.151759 0.0 0.9 -0.4
H -0.283444 -5.492950 -1.163003 0.5 0.0 0.3
```
Forces are in eV/Å.

Values from the calculation:
* DFT total energy: -3567.791350 a.u.
* charge: +3
* ΔE to the lowest compared entry with this formula, charge and spin: 0.0 kcal/mol
* spin multiplicity: 6
* frontier orbital gap (alpha / beta): 5.292 / 6.261 eV

Entry 6:
Density functional theory data (ωB97M-V/def2-TZVPD) for 2 unconnected molecules or ions with the total composition C4H7FN2 in a non-equilibrium geometry.

Geometry as XYZ:
```
14
Properties=species:S:1:pos:R:3:forces:R:3
C -2.690804 0.277837 -0.647492 0.1 -0.1 0.0
C -2.416930 -0.720619 0.179917 -1.1 0.7 0.1
C -0.307873 -2.101009 0.078307 -0.1 0.2 0.0
C 1.964714 1.070160 0.245443 0.1 0.1 -0.5
N -1.272711 -1.444314 0.110509 1.3 -0.8 -0.2
N 2.616175 -0.185120 0.516924 0.0 -0.5 0.7
F 3.453763 -0.501798 -0.582394 -0.2 0.1 -0.2
H -3.606224 0.833082 -0.561703 -0.2 0.0 0.1
H -2.012146 0.561824 -1.434509 0.1 0.0 -0.1
H -3.082596 -1.028503 0.977284 0.0 0.1 -0.1
H 1.939342 -0.953449 0.511278 0.2 0.2 -0.2
H 1.314112 1.269834 1.094476 0.0 0.0 0.1
H 2.728424 1.844666 0.189247 -0.1 0.1 0.0
H 1.372748 1.077405 -0.677290 0.0 0.0 0.0
```
Forces are in eV/Å.

Values from the calculation:
* DFT total energy: -365.842159 a.u.
* ΔE to the lowest compared entry with this formula, charge and spin: 85.5 kcal/mol
* frontier orbital gap: 9.851 eV